A structure of composition C23H46AlCl2F7N2NaO8 at a distorted geometry, computed with the ωB97M-V functional and the def2-TZVPD basis.

Last column: Mulliken charge in e.
Element x y z (Å)
C: 0.63294 -3.25537 -1.17815  -0.77
C: 1.60291 -3.00307 -2.32388  -0.31
N: 1.01473 -3.14937 -3.67034  -0.20
C: -0.00473 -2.19649 -4.07190  -0.77
C: -1.30744 -2.87123 -3.88938  -0.90
C: -2.37169 -2.08025 -3.17036  1.20
C: -3.69215 -2.82620 -2.84953  -0.43
C: -4.54164 -1.85097 -2.02957  -1.06
O: -4.67213 -0.58859 -2.62145  -0.19
C: -5.49581 -0.54641 -3.70752  0.09
O: -6.26899 0.29968 -3.88364  -0.32
C: 0.08950 -0.82920 -3.50806  -0.32
C: -0.61094 0.21148 -4.43162  -0.71
C: -0.63331 1.65286 -3.90830  -1.37
C: -1.02329 1.83227 -2.46122  0.95
F: -1.94689 0.93475 -2.05789  -0.16
F: -1.60439 3.05541 -2.33308  -0.37
C: 0.16520 1.82210 -1.43776  0.72
F: 0.20817 2.92502 -0.70925  -0.28
F: 0.04291 0.78680 -0.58321  -0.22
F: 1.35678 1.68234 -2.03467  -0.30
H: -0.20856 -3.87752 -1.46262  -0.35
H: 1.16054 -3.79378 -0.39406  0.53
H: 0.29305 -2.33145 -0.71599  0.24
H: 2.19576 -2.10049 -2.14602  0.52
H: 2.32943 -3.82134 -2.22754  0.15
H: 1.77117 -3.07830 -4.35378  0.43
H: -1.67042 -2.99692 -4.96488  0.33
H: -1.14731 -3.87431 -3.49464  0.69
H: -2.71670 -1.24215 -3.75310  -0.12
H: -2.03066 -1.77537 -2.18076  0.34
H: -3.54727 -3.80324 -2.37839  0.36
H: -4.24187 -2.98972 -3.80950  0.25
H: -4.02590 -1.67702 -1.08684  0.35
H: -5.52285 -2.25729 -1.78290  0.44
H: -5.37537 -1.32843 -4.47688  0.32
H: 1.14791 -0.55191 -3.53808  0.93
H: -0.20565 -0.78662 -2.45795  -0.17
H: 0.02392 0.23951 -5.31446  0.55
H: -1.57682 -0.13292 -4.78164  0.22
H: 0.30973 2.13546 -4.14002  0.33
H: -1.39323 2.18440 -4.47574  0.40
Na: 4.03415 -3.96112 -3.33105  0.81
Al: -3.68370 -4.40606 -4.81721  0.38
F: -6.26361 0.85238 -1.44649  -0.71
C: -0.09604 3.31535 4.40459  -1.01
C: -1.37072 2.49749 4.38414  0.66
O: -1.85309 2.03475 5.40327  -0.66
N: -1.94091 2.29267 3.16815  -0.09
C: -1.47209 2.78172 1.88304  -0.68
H: 0.25627 3.39243 5.42753  0.29
H: 0.66824 2.81895 3.80249  0.24
H: -0.26362 4.31883 4.02342  0.34
H: -2.77872 1.73208 3.19478  0.23
H: -2.24327 3.39565 1.41645  0.26
H: -1.26941 1.93027 1.23434  0.12
H: -0.56894 3.37149 1.98627  0.28
F: -2.60487 -1.88534 -5.92219  -0.70
C: -2.56295 -4.61234 1.37679  -0.29
Cl: -1.25508 -4.00702 2.39644  -0.14
Cl: -1.97823 -5.02503 -0.24892  -0.12
H: -2.97813 -5.50427 1.82869  0.37
H: -3.31916 -3.84213 1.28640  0.21
O: 4.47416 -2.47774 0.29094  -0.53
C: 4.24061 -1.90449 1.31021  0.46
O: 4.91206 -2.17371 2.46104  -0.36
C: 4.34478 -1.43917 3.54910  -0.36
C: 3.62621 -0.25884 2.90566  -0.37
C: 3.17728 -0.85268 1.57201  -0.30
H: 3.66317 -2.09538 4.09289  0.29
H: 5.14087 -1.13917 4.22415  0.18
H: 2.81031 0.13167 3.51227  0.39
H: 4.33045 0.55725 2.71927  0.22
H: 2.20955 -1.34891 1.65500  0.18
H: 3.15352 -0.12188 0.77005  0.24
O: 6.23602 -6.06682 -4.39738  -0.94
H: 6.31455 -7.01815 -4.51856  0.16
O: 5.72641 1.10841 4.88204  -0.45
H: 5.56466 0.81675 5.80520  0.47
H: 6.68622 1.13580 4.67723  0.46
H: 5.29502 1.97263 4.70206  0.47
C: -0.18585 7.77943 5.58630  -1.01
C: 1.12692 7.04786 5.77849  -0.28
O: 1.32253 6.04759 4.76862  -0.49
H: -1.01988 7.07787 5.61120  0.26
H: -0.33396 8.52669 6.36559  0.35
H: -0.21029 8.28233 4.61692  0.32
H: 1.14259 6.53044 6.73594  0.28
H: 1.96493 7.75058 5.75292  0.28
H: 1.32244 6.49478 3.91645  0.28

Computed properties:
Spin multiplicity ... 1
Total charge ... +1
Frontier orbital gap ... 1.8 eV

A structure of composition C23H46AsBN3O3PdSSi3 at a distorted geometry, computed with the ωB97M-V functional and the def2-TZVPD basis.

Last column: Mulliken charge in e.
Element x y z (Å)
Pd: 0.45964 0.17066 0.03286  -0.59
N: 0.51736 -4.22881 0.03479  -0.37
C: 0.40657 -2.91571 -0.22116  0.72
S: -0.07130 -1.84788 1.02941  -0.49
N: 0.63631 -2.55312 -1.48469  -1.18
N: 0.70231 -1.24821 -1.67869  0.86
C: 0.89206 -0.85691 -2.92249  -0.82
C: 0.82003 0.47410 -3.37623  1.02
C: 1.30979 0.74058 -4.68613  -0.85
C: 1.28705 1.99183 -5.21711  -0.70
C: 0.73073 3.06278 -4.46693  -0.51
C: 0.21439 2.85404 -3.22645  -0.30
C: 0.22795 1.55891 -2.62426  0.32
O: -0.32349 1.40172 -1.48374  -0.70
H: 0.23732 -4.61065 0.91959  0.21
H: 0.72650 -4.85037 -0.72841  0.24
H: 1.12782 -1.63568 -3.64597  0.36
H: 1.72517 -0.08646 -5.24922  0.40
H: 1.68326 2.17980 -6.20494  0.43
H: 0.71307 4.05572 -4.89764  0.43
H: -0.22962 3.65273 -2.64687  0.47
C: 5.55644 -0.61465 1.89815  -1.10
Si: 3.84859 -1.20922 1.40416  0.26
C: 3.22064 -2.47640 2.63268  -0.92
C: 3.95936 -1.92038 -0.31967  -1.06
As: 2.39221 0.70030 1.47067  0.13
Si: 2.13396 1.18394 3.78819  0.38
C: 3.76775 0.93065 4.66486  -1.09
C: 0.86793 -0.05050 4.39391  -0.77
C: 1.65629 2.98258 3.96439  -0.64
Si: 3.45976 2.49878 0.29645  0.26
C: 2.35967 4.00462 0.31623  -0.64
C: 3.66809 1.85268 -1.45376  -0.48
C: 5.09509 2.92200 1.10486  -1.11
H: 6.20138 -1.49338 1.99663  0.40
H: 5.57942 -0.08667 2.85052  0.29
H: 6.00177 0.02335 1.13530  0.25
H: 3.77056 -3.40691 2.46553  0.44
H: 2.15740 -2.68700 2.51842  0.22
H: 3.40521 -2.17050 3.66329  0.34
H: 4.55016 -2.83905 -0.25727  0.45
H: 4.48187 -1.24679 -1.00094  0.35
H: 2.99932 -2.17640 -0.76175  0.23
H: 4.09452 -0.10862 4.68576  0.28
H: 3.63340 1.25300 5.70175  0.42
H: 4.56902 1.53846 4.24196  0.26
H: 1.27856 -1.06156 4.34983  0.34
H: -0.05700 -0.04595 3.81859  0.04
H: 0.61866 0.16070 5.43782  0.48
H: 2.52175 3.62201 3.77506  0.49
H: 1.34285 3.16126 4.99727  0.47
H: 0.85647 3.28690 3.29216  -0.20
H: 1.30264 3.77101 0.20371  -0.21
H: 2.66526 4.63790 -0.52300  0.49
H: 2.48844 4.58566 1.23134  0.36
H: 2.80802 2.12951 -2.06972  -0.04
H: 3.78344 0.76961 -1.51347  -0.11
H: 4.55361 2.30727 -1.90600  0.52
H: 5.03224 2.96862 2.19375  0.26
H: 5.38233 3.91800 0.75556  0.44
H: 5.89951 2.23648 0.84283  0.37
C: -3.82910 1.80987 2.18218  -1.87
C: -2.35221 2.04476 2.42082  1.83
C: -2.05649 2.12226 3.90869  -1.78
O: -1.62220 0.88726 1.88611  -0.21
B: -0.50536 1.36795 1.28433  1.10
O: -0.38685 2.72323 1.30830  0.23
C: -1.73929 3.22559 1.61074  1.27
C: -2.41635 3.45506 0.26893  -1.96
C: -1.61690 4.52906 2.37119  -1.82
H: -4.16572 0.96632 2.78380  0.46
H: -4.03267 1.59084 1.13644  0.35
H: -4.40616 2.68832 2.47697  0.35
H: -2.33330 1.17886 4.37902  0.46
H: -2.63259 2.92035 4.37751  0.38
H: -0.99904 2.30830 4.09860  0.14
H: -2.46178 2.53743 -0.31676  0.22
H: -1.83842 4.18984 -0.29197  0.45
H: -3.42523 3.84556 0.40342  0.41
H: -1.03189 4.42544 3.28215  0.40
H: -2.60883 4.89638 2.64122  0.37
H: -1.14448 5.27927 1.73712  0.42

Computed properties:
Spin multiplicity ... 1
Total charge ... +1
Frontier orbital gap (alpha / beta) ... 6.1 / 5.3 eV
ΔE to the lowest compared entry with this formula, charge and spin ... 50.7 kcal per mole

A structure of composition C23H46F2NbO9 at a distorted geometry, computed with the ωB97M-V functional and the def2-TZVPD basis.

Last column: Mulliken charge in e.
Element x y z (Å)
C: -1.84956 -1.43036 1.05155  -1.05
C: -1.75453 -1.71720 -0.45887  -0.33
C: -0.34225 -1.88836 -1.03085  -0.05
C: 0.29453 -0.60904 -1.62149  -1.52
Nb: 1.40362 0.80730 -0.27252  -0.10
F: 2.53138 1.36285 -1.77886  -0.74
C: 0.09012 2.64953 -0.50381  -1.57
C: -1.41242 2.32360 -0.67672  1.15
C: -2.31680 3.05558 0.31391  -0.67
O: -3.22184 2.16318 1.00695  -0.38
C: -4.23756 1.67557 0.29763  0.92
C: -5.05580 0.69053 1.08432  -1.04
O: -4.48624 1.99507 -0.85591  -0.60
C: 2.77662 2.07911 1.09904  -0.63
C: 2.22103 2.45763 2.40263  0.51
O: 1.12007 2.75545 2.76724  -0.48
F: 3.20823 2.46047 3.39718  -0.32
H: -2.03268 -0.37463 1.25560  0.07
H: -0.92279 -1.68694 1.56300  0.37
H: -2.67600 -1.98869 1.49857  0.30
H: -2.30744 -0.96284 -1.02639  0.23
H: -2.29016 -2.65773 -0.62755  0.48
H: 0.31377 -2.35396 -0.28975  0.02
H: -0.42783 -2.62272 -1.84484  0.35
H: -0.48677 -0.08088 -2.18422  0.46
H: 1.03687 -0.92323 -2.36533  0.57
H: 2.53417 -0.51284 0.20918  0.26
H: 0.40247 0.37140 1.15772  0.12
H: 0.46116 3.16527 -1.39664  0.25
H: 0.19974 3.37191 0.30961  0.51
H: -1.61645 1.25736 -0.55622  -0.71
H: -1.71867 2.58113 -1.69217  0.37
H: -2.89062 3.84959 -0.16639  0.25
H: -1.71941 3.50379 1.10594  0.45
H: -4.55021 -0.27216 1.13129  0.14
H: -5.22659 1.07151 2.09058  0.33
H: -6.02208 0.58586 0.59305  0.33
H: 3.66019 1.47463 1.30064  0.30
H: 3.07816 2.99095 0.57845  0.37
O: 4.23056 -2.11644 4.33540  -0.56
C: 4.97731 -1.24575 4.67607  0.60
O: 5.54210 -1.34539 5.91020  -0.39
C: 6.56020 -0.45495 6.36046  -0.42
C: 5.98882 0.82186 6.94346  -0.85
C: 5.26087 -0.02501 3.83564  -0.58
H: 7.27721 -0.25331 5.56351  0.38
H: 7.09262 -1.01178 7.13120  0.30
H: 5.43670 1.39146 6.19660  0.20
H: 6.78870 1.45218 7.33489  0.34
H: 5.29981 0.58582 7.75418  0.29
H: 4.48058 0.71517 4.00284  0.14
H: 5.23579 -0.32022 2.78951  0.28
H: 6.22808 0.43001 4.03389  0.26
O: -8.24811 0.75224 -5.70274  -0.60
C: -7.56659 1.62775 -5.24003  0.70
O: -7.13724 1.51930 -3.97662  -0.34
C: -6.19504 2.43677 -3.38826  -0.09
C: -6.88428 3.66577 -2.83663  -0.98
C: -7.24612 2.87674 -6.03393  -0.88
H: -5.41062 2.68976 -4.10220  0.30
H: -5.71987 1.89811 -2.57321  0.15
H: -7.38597 4.24150 -3.61688  0.35
H: -6.15455 4.30990 -2.34659  0.30
H: -7.63805 3.37339 -2.10536  0.31
H: -8.07903 3.57135 -5.93259  0.24
H: -7.15350 2.59417 -7.07918  0.30
H: -6.32981 3.37655 -5.73348  0.31
O: 4.00213 -2.24037 -0.86396  -0.45
C: 3.93070 -3.41495 -1.05061  0.65
O: 4.37379 -3.92385 -2.23516  -0.37
C: 4.45922 -5.32292 -2.47967  -0.44
C: 3.14278 -5.90407 -2.95645  -0.95
C: 3.27964 -4.33575 -0.04141  -0.79
H: 4.84178 -5.84768 -1.60224  0.36
H: 5.21285 -5.42259 -3.26048  0.31
H: 2.36464 -5.80435 -2.20021  0.27
H: 3.25703 -6.96263 -3.19540  0.35
H: 2.80471 -5.37733 -3.84845  0.29
H: 2.20191 -4.30723 -0.20096  0.15
H: 3.49174 -3.94247 0.94938  0.26
H: 3.61905 -5.36849 -0.08000  0.35

Computed properties:
Spin multiplicity ... 1
Total charge ... -1
Frontier orbital gap ... 7.4 eV